Computed, not measured: one molecule with the formula C23H19FO3, with wB97M-V/def2-TZVPD.

Cartesian coordinates (Å):
C1 0.0252 1.0097 4.8883
H1 0.7887 1.2121 5.6378
O1 0.6763 1.1236 3.6449
C2 -0.0347 0.9124 2.5099
C3 -1.3914 0.5995 2.4757
C4 -2.0326 0.4036 1.2697
C5 -1.3544 0.5173 0.0551
C6 0.0066 0.8342 0.1019
C7 0.6653 1.0333 1.2965
C8 2.1418 1.3280 1.3046
O2 2.8184 0.0864 1.1827
C9 4.1745 0.0755 1.2131
C10 4.9813 1.2024 1.3392
C11 6.3604 1.0719 1.3564
C12 6.9234 -0.1827 1.2462
C13 6.1418 -1.3185 1.1179
C14 4.7705 -1.1841 1.1020
H2 4.1297 -2.0455 1.0033
H3 6.6097 -2.2863 1.0324
F1 8.2705 -0.3067 1.2637
H4 6.9947 1.9388 1.4537
H5 4.5522 2.1877 1.4247
H6 2.4182 1.8202 2.2441
H7 2.4001 1.9796 0.4583
H8 0.5705 0.9198 -0.8134
C15 -2.0777 0.2946 -1.1793
C16 -1.6052 0.4489 -2.4248
C17 -2.4120 0.2682 -3.6387
O3 -2.1405 0.8554 -4.6703
C18 -3.5829 -0.6477 -3.5581
C19 -3.5314 -1.8458 -2.8497
C20 -4.6297 -2.6863 -2.8300
C21 -5.7869 -2.3383 -3.5080
C22 -5.8397 -1.1541 -4.2255
C23 -4.7396 -0.3183 -4.2602
H9 -4.7599 0.6030 -4.8232
H10 -6.7378 -0.8865 -4.7624
H11 -6.6442 -2.9951 -3.4844
H12 -4.5824 -3.6183 -2.2858
H13 -2.6233 -2.1293 -2.3376
H14 -0.6074 0.8213 -2.6081
H15 -3.1106 -0.0071 -1.0501
H16 -3.0850 0.1579 1.2684
H17 -1.9556 0.5010 3.3894
H18 -0.7821 1.7421 4.9876
H19 -0.3728 0.0023 5.0421

Atoms 1-3, force components in eV/Å:
-0.11 -0.02 0.25
-0.09 -0.02 -0.03
0.11 -0.02 -0.37

Summary:
- SMILES = COc1ccc(/C=C/C(=O)c2ccccc2)cc1COc1ccc(F)cc1
- charge = 0
- calculated total energy (a.u.) = -1213.401047
- HOMO level (eV) = -8.4
- multiplicity = 1

Results of the Mulliken charge analysis, in e, for atoms 1 through 4: atom 1 (C): -0.97, atom 2 (H): 0.25, atom 3 (O): -0.43, atom 4 (C): 0.94